one.
DFT (ωB97M-V/def2-TZVPD) results for the molecule C4H5I.

The structure (SMILES) is CC1(I)C=C1. The spin multiplicity is 1.

Bonds (Å) are listed after each position.
Positions of all 10 atoms, in Å:
1 C -0.460 1.265 -0.030  C2 1.543, H6 1.166, H7 1.049, H8 1.107
2 C 0.395 -0.019 -0.064  C1 1.543, I3 2.214, C4 1.452, C5 1.480
3 I 2.596 0.219 -0.026  C2 2.214
4 C -0.193 -1.209 -0.652  C2 1.452, C5 1.289, H9 1.036
5 C -0.036 -1.255 0.626  C2 1.480, C4 1.289, H10 1.070
6 H -0.786 1.377 1.085  C1 1.166
7 H -1.337 0.979 -0.530  C1 1.049
8 H 0.174 2.004 -0.556  C1 1.107
9 H -0.099 -1.818 -1.486  C4 1.036
10 H -0.254 -1.543 1.633  C5 1.070

=====

two.
DFT (ωB97M-V/def2-TZVPD) results for the molecule C4H5I.

The structure (SMILES) is C[C@@H]1C=C1I. The spin multiplicity is 1.

Bonds (Å) are listed after each position.
Positions of all 10 atoms, in Å:
1 C -0.698 0.680 -0.908  C2 1.532, H6 1.120, H7 1.203, H8 1.036
2 C 0.496 0.341 -0.009  C1 1.532, C3 1.543, C4 1.489, H9 1.089
3 C 0.711 -1.182 0.113  C2 1.543, C4 1.308, H10 0.976
4 C 0.336 -0.533 1.185  C2 1.489, C3 1.308, I5 2.069
5 I -0.221 -0.492 3.178  C4 2.069
6 H -1.554 0.127 -0.444  C1 1.120
7 H -0.578 0.325 -2.051  C1 1.203
8 H -0.865 1.658 -0.610  C1 1.036
9 H 1.317 1.049 -0.111  C2 1.089
10 H 1.056 -1.972 -0.344  C3 0.976

=====

three.
DFT (ωB97M-V/def2-TZVPD) results for a cluster of 2 separate species, C4H5I in total.

The spin multiplicity is 1.

Bonds (Å) are listed after each position.
Positions of all 10 atoms, in Å:
1 C -0.052 -1.343 1.647  C3 1.290, H6 1.066, H7 1.110
2 C 0.411 1.181 -1.696  C4 1.326, H8 1.064, H9 1.061
3 C 0.002 -1.153 0.372  C1 1.290, H10 1.104
4 C -0.174 0.786 -0.573  C2 1.326, I5 2.011
5 I -1.405 1.833 0.625  C4 2.011
6 H -0.229 -2.197 2.259  C1 1.066
7 H -0.215 -0.415 2.233  C1 1.110
8 H 0.266 2.214 -1.903  C2 1.064
9 H 1.074 0.774 -2.418  C2 1.061
10 H 0.322 -1.679 -0.545  C3 1.104

=====

How do the energies compare? Relative to the most stable structure, in kcal/mol: one 0.0; two 5.8; three 31.7.